Record 1
{"formula": "C31H49Cl14F9IN2O", "method": "ωB97M-V with the def2-TZVPD basis set", "max_force_ev_per_a": 0.951, "homo_energy_ha": -0.44290, "e_lumo_ev": -3.999, "e_tot_ev": -245836.6405, "total_charge": 1, "gap_ev": 8.1, "symbols": ["C", "C", "C", "I", "C", "C", "C", "C", "C", "C", "F", "N", "N", "C", "C", "O", "C", "C", "F", "F", "C", "F", "F", "C", "F", "F", "C", "F", "F", "C", "H", "H", "H", "H", "H", "H", "H", "H", "H", "H", "H", "H", "H", "H", "H", "H", "H", "H", "H", "H", "H", "Cl", "C", "C", "Cl", "H", "H", "H", "H", "Cl", "C", "C", "Cl", "H", "H", "H", "H", "Cl", "C", "C", "Cl", "H", "H", "H", "H", "Cl", "C", "C", "Cl", "H", "H", "H", "H", "Cl", "C", "C", "Cl", "H", "H", "H", "H", "Cl", "C", "C", "Cl", "H", "H", "H", "H", "Cl", "C", "C", "Cl", "H", "H", "H", "H"], "positions_angstrom": [[3.657, 0.239, 2.828], [4.254, 0.219, 1.407], [4.289, -1.174, 0.802], [5.637, -1.185, -0.894], [2.957, -1.669, 0.294], [2.809, -2.868, -0.388], [1.530, -3.259, -0.809], [1.326, -4.563, -1.512], [1.526, -5.753, -0.543], [2.872, -6.428, -0.710], [2.875, -7.618, -0.004], [0.455, -2.520, -0.613], [0.619, -1.371, 0.035], [-0.592, -0.541, 0.245], [-1.385, -0.435, -1.062], [-2.185, -1.560, -1.318], [-3.499, -1.456, -0.815], [-4.049, -2.853, -0.598], [-3.797, -3.631, -1.657], [-5.392, -2.749, -0.489], [-3.559, -3.552, 0.711], [-4.473, -3.347, 1.672], [-2.407, -2.994, 1.155], [-3.290, -5.062, 0.610], [-4.371, -5.682, 0.160], [-2.270, -5.239, -0.245], [-2.885, -5.627, 2.012], [-3.451, -6.826, 2.178], [-1.546, -5.781, 2.053], [1.783, -0.953, 0.495], [2.645, 0.636, 2.857], [4.241, 0.879, 3.480], [3.649, -0.756, 3.271], [3.717, 0.868, 0.727], [5.274, 0.581, 1.464], [4.684, -1.891, 1.513], [3.669, -3.482, -0.599], [0.314, -4.601, -1.892], [2.024, -4.632, -2.344], [1.481, -5.377, 0.478], [0.726, -6.478, -0.631], [3.073, -6.647, -1.757], [3.670, -5.824, -0.280], [-1.169, -0.903, 1.085], [-0.200, 0.433, 0.518], [-0.672, -0.352, -1.879], [-1.963, 0.487, -1.051], [-4.159, -0.968, -1.535], [-3.547, -0.888, 0.116], [-3.167, -4.965, 2.825], [1.789, -0.018, 1.028], [0.024, 1.143, 3.446], [0.179, 0.093, 4.888], [0.627, 0.867, 6.099], [2.302, 1.439, 5.934], [0.883, -0.701, 4.649], [-0.801, -0.348, 5.065], [0.594, 0.222, 6.976], [-0.007, 1.732, 6.277], [3.745, 1.858, -4.427], [4.791, 3.086, -3.658], [5.319, 2.610, -2.333], [4.022, 2.463, -1.110], [4.214, 4.001, -3.555], [5.618, 3.277, -4.335], [6.041, 3.322, -1.939], [5.798, 1.638, -2.421], [-2.420, 1.826, 1.224], [-3.580, 2.651, 2.306], [-4.962, 2.646, 1.710], [-5.034, 3.652, 0.247], [-3.216, 3.660, 2.472], [-3.573, 2.115, 3.254], [-5.679, 3.048, 2.424], [-5.268, 1.639, 1.436], [4.740, 2.742, 9.033], [5.366, 1.273, 9.824], [5.116, 0.040, 8.996], [3.381, -0.358, 8.901], [4.900, 1.195, 10.802], [6.438, 1.411, 9.956], [5.615, -0.816, 9.446], [5.483, 0.167, 7.981], [-4.315, 1.416, -2.407], [-5.031, 2.623, -3.512], [-6.150, 2.044, -4.333], [-5.560, 0.840, -5.515], [-4.232, 3.010, -4.138], [-5.414, 3.431, -2.890], [-6.640, 2.838, -4.897], [-6.895, 1.558, -3.709], [5.285, 6.863, -5.540], [7.000, 7.248, -5.247], [7.859, 6.012, -5.262], [7.505, 4.951, -3.869], [7.068, 7.768, -4.295], [7.320, 7.923, -6.039], [8.910, 6.286, -5.196], [7.705, 5.431, -6.166], [-9.020, 3.719, -5.146], [-9.224, 2.435, -6.373], [-10.459, 1.613, -6.121], [-10.307, 0.630, -4.641], [-8.330, 1.815, -6.361], [-9.294, 2.928, -7.340], [-10.612, 0.924, -6.949], [-11.341, 2.239, -6.017]]}

---

Record 2
{"formula": "C47H55LaN4OP2S", "method": "ωB97M-V with the def2-TZVPD basis set", "e_above_lowest_kj_mol": 21.4, "max_force_ev_per_a": 1.096, "homo_energy_ha": -0.43350, "e_lumo_ev": -6.358, "e_tot_ev": -87901.7833, "total_charge": 2, "gap_ev": 5.4, "symbols": ["La", "C", "C", "C", "P", "C", "C", "C", "C", "C", "C", "C", "C", "C", "N", "C", "C", "C", "C", "C", "C", "P", "C", "C", "C", "C", "C", "C", "H", "H", "H", "H", "H", "H", "H", "H", "H", "H", "H", "H", "H", "H", "H", "H", "H", "H", "H", "H", "H", "H", "H", "H", "H", "H", "H", "H", "H", "H", "H", "H", "H", "H", "H", "H", "C", "C", "C", "C", "C", "C", "N", "N", "C", "C", "C", "C", "C", "N", "H", "H", "H", "H", "H", "H", "H", "H", "H", "O", "S", "C", "C", "C", "C", "C", "C", "C", "C", "C", "C", "C", "C", "H", "H", "H", "H", "H", "H", "H", "H", "H", "H"], "positions_angstrom": [[0.106, -0.548, -0.016], [1.368, 1.927, -3.997], [2.391, 1.810, -2.869], [2.293, 2.988, -1.902], [2.140, 0.251, -1.947], [2.500, -1.132, -3.135], [3.547, -0.886, -4.224], [2.807, -2.424, -2.373], [3.452, 0.217, -0.686], [4.792, 0.076, -1.083], [5.815, -0.036, -0.169], [5.495, -0.034, 1.187], [4.191, 0.140, 1.599], [3.143, 0.323, 0.683], [1.810, 0.551, 1.132], [1.641, 1.283, 2.345], [2.546, 2.300, 2.684], [2.460, 2.997, 3.870], [1.452, 2.706, 4.785], [0.516, 1.757, 4.443], [0.567, 1.045, 3.230], [-0.902, 0.132, 2.654], [-1.613, -1.057, 3.890], [-1.458, -2.515, 3.445], [-1.154, -0.903, 5.339], [-2.168, 1.492, 2.488], [-2.846, 1.961, 3.774], [-1.533, 2.688, 1.770], [1.545, 2.833, -4.581], [0.360, 1.987, -3.581], [1.389, 1.082, -4.688], [3.402, 1.770, -3.286], [1.303, 3.030, -1.434], [2.444, 3.927, -2.437], [3.038, 2.929, -1.108], [1.534, -1.266, -3.635], [4.555, -0.817, -3.820], [3.355, 0.012, -4.808], [3.544, -1.730, -4.917], [3.796, -2.388, -1.914], [2.780, -3.276, -3.056], [2.095, -2.629, -1.570], [5.031, 0.060, -2.135], [6.841, -0.133, -0.500], [6.274, -0.156, 1.929], [3.973, 0.169, 2.660], [3.342, 2.539, 1.990], [3.186, 3.771, 4.087], [1.389, 3.226, 5.731], [-0.291, 1.565, 5.130], [-2.678, -0.816, 3.834], [-0.450, -2.883, 3.639], [-1.681, -2.662, 2.383], [-2.150, -3.144, 4.009], [-0.066, -0.908, 5.421], [-1.533, -1.743, 5.924], [-1.526, 0.008, 5.804], [-2.937, 1.065, 1.833], [-2.133, 2.398, 4.471], [-3.398, 1.174, 4.287], [-3.564, 2.746, 3.524], [-0.828, 3.201, 2.426], [-2.311, 3.397, 1.486], [-0.988, 2.417, 0.860], [2.883, -4.044, 4.101], [2.737, -2.724, 3.708], [2.021, -2.430, 2.554], [1.461, -3.458, 1.814], [1.608, -4.789, 2.197], [2.323, -5.073, 3.342], [0.695, -3.067, 0.657], [0.246, -4.003, -0.005], [-0.483, -3.690, -1.206], [-0.984, -4.778, -1.881], [-1.644, -4.565, -3.086], [-1.755, -3.276, -3.569], [-1.218, -2.241, -2.820], [-0.607, -2.435, -1.647], [3.435, -4.282, 5.001], [3.174, -1.926, 4.292], [1.900, -1.399, 2.239], [1.162, -5.580, 1.612], [2.446, -6.102, 3.653], [-0.840, -5.765, -1.465], [-2.048, -5.401, -3.642], [-2.236, -3.063, -4.514], [-1.265, -1.219, -3.182], [-1.612, 0.762, -1.149], [-3.032, 0.509, -1.711], [-3.003, 1.094, -3.369], [-2.270, 2.218, -3.731], [-2.312, 2.635, -5.050], [-3.085, 1.943, -5.979], [-3.813, 0.824, -5.602], [-3.769, 0.384, -4.284], [-4.114, 1.643, -0.915], [-5.341, 1.130, -0.516], [-6.264, 1.984, 0.076], [-5.938, 3.318, 0.269], [-4.695, 3.812, -0.124], [-3.769, 2.977, -0.726], [-1.671, 2.747, -3.002], [-1.744, 3.504, -5.357], [-3.118, 2.281, -7.007], [-4.411, 0.292, -6.329], [-4.334, -0.489, -3.975], [-5.580, 0.083, -0.667], [-7.229, 1.606, 0.385], [-6.657, 3.982, 0.730], [-4.452, 4.854, 0.036], [-2.800, 3.354, -1.025]]}

---

Record 3
{"formula": "C22H26N2O4Tc", "method": "ωB97M-V with the def2-TZVPD basis set", "spin_multiplicity": 4, "e_above_lowest_kj_mol": 186.1, "max_force_ev_per_a": 3.772, "homo_energy_ha": [-0.47115, -0.46829], "e_lumo_ev": [-8.731, -8.758], "s2": 3.809, "e_tot_ev": -36587.6740, "total_charge": 2, "gap_ev": [4.1, 4.0], "symbols": ["Tc", "C", "N", "C", "C", "C", "C", "C", "C", "C", "C", "H", "H", "H", "H", "H", "H", "H", "H", "H", "H", "H", "H", "O", "C", "O", "C", "C", "C", "C", "O", "C", "O", "C", "C", "H", "H", "H", "H", "H", "C", "C", "C", "C", "C", "N", "H", "H", "H", "H", "H", "H", "H", "H", "H"], "positions_angstrom": [[-0.496, -0.090, -0.252], [-1.352, -2.756, -1.440], [-2.019, -1.529, -0.992], [-3.038, -1.900, 0.005], [-2.702, -0.853, -2.127], [-3.008, 0.560, -1.706], [-4.092, 1.301, -2.133], [-4.238, 2.614, -1.692], [-3.308, 3.174, -0.826], [-2.236, 2.421, -0.379], [-2.079, 1.103, -0.801], [-2.069, -3.433, -1.913], [-0.911, -3.262, -0.582], [-0.567, -2.532, -2.160], [-3.743, -2.612, -0.432], [-3.590, -1.018, 0.325], [-2.566, -2.366, 0.867], [-3.602, -1.399, -2.422], [-2.020, -0.829, -2.982], [-4.823, 0.874, -2.801], [-5.086, 3.197, -2.018], [-3.425, 4.194, -0.494], [-1.526, 2.857, 0.310], [1.490, -1.181, -0.534], [1.702, -0.272, -1.364], [0.699, 0.396, -1.777], [3.059, 0.075, -1.833], [3.385, 1.433, -1.986], [4.653, 1.842, -2.350], [5.568, 0.836, -2.621], [6.829, 0.930, -3.039], [7.315, -0.380, -3.214], [6.301, -1.275, -2.831], [5.235, -0.540, -2.487], [3.989, -0.940, -2.061], [2.624, 2.174, -1.796], [4.924, 2.882, -2.423], [8.217, -0.536, -2.599], [7.586, -0.543, -4.272], [3.736, -1.979, -1.932], [-1.691, 1.247, 4.638], [-0.994, -0.047, 4.187], [-1.739, -1.269, 4.752], [0.484, -0.051, 4.619], [-1.021, -0.127, 2.763], [-1.037, -0.230, 1.606], [-1.686, 1.275, 5.724], [-2.723, 1.271, 4.294], [-1.175, 2.128, 4.266], [-1.709, -1.230, 5.839], [-1.274, -2.196, 4.428], [-2.778, -1.259, 4.435], [0.529, -0.038, 5.704], [1.003, 0.830, 4.245], [0.995, -0.943, 4.263]]}

---

Q: Which formula does entry 2 have?
A: C47H55LaN4OP2S